(1)
C41H42N3PRh | ωB97M-V with the def2-TZVPD basis set

- Total charge: +1
- Calculated total energy: -2203.4210 hartree
- Largest force on an atom: 0.0091 Eh/bohr
- LUMO energy (spin up / spin down): -2.77 / -5.10 eV
- HOMO energy (spin up / spin down): -9.540 / -10.943 eV
- <S²>: 6.078
- Kohn-Sham gap (spin up / spin down): 6.77 / 5.85 eV
- Energy above the lowest of the compared OMol25 structures with the same formula, charge and spin: 0.0 kJ/mol
- Spin multiplicity: 5

Geometry (Å):
Rh: -0.2098 -0.4621 0.9525
C: -2.4185 5.0260 0.1822
C: -1.7497 4.0813 -0.6003
C: -1.5021 2.8278 -0.1074
C: -1.9080 2.4674 1.2090
C: -2.6136 3.4400 1.9838
C: -2.8451 4.6907 1.4671
N: -1.5953 1.2380 1.6507
N: -2.0622 0.9923 2.9411
C: -1.3922 0.0535 3.5876
C: -1.7058 -0.0648 4.9790
C: -1.0370 -0.9572 5.7711
C: -0.0606 -1.7758 5.2025
C: 0.2152 -1.7166 3.8327
C: -0.4164 -0.8265 2.9921
H: -2.6162 6.0118 -0.2131
H: -1.4237 4.3349 -1.5979
H: -0.9753 2.0973 -0.7104
H: -2.9626 3.1682 2.9641
H: -3.3750 5.4197 2.0617
H: -2.4614 0.5950 5.3763
H: -1.2605 -1.0270 6.8247
H: 0.4732 -2.4858 5.8161
H: 0.9401 -2.4210 3.4509
C: 0.9062 -4.6010 1.3568
C: 2.2890 -4.5270 1.4714
C: 2.9146 -3.2986 1.3846
C: 2.1673 -2.1357 1.1764
C: 0.7762 -2.2095 1.0472
C: 0.1591 -3.4516 1.1505
C: 2.7863 -0.8051 1.1211
C: 4.1903 -0.6284 1.0359
C: 4.7078 0.6262 0.9848
C: 3.8468 1.7453 1.0492
C: 4.3212 3.0753 1.0207
C: 3.4483 4.1223 1.0961
C: 2.0662 3.8753 1.2152
C: 1.5840 2.5971 1.2428
C: 2.4621 1.5028 1.1452
N: 1.9570 0.2276 1.1423
H: 0.4075 -5.5552 1.4421
H: 2.8723 -5.4204 1.6399
H: 3.9856 -3.2505 1.4994
H: -0.9190 -3.5290 1.0981
H: 4.8372 -1.4879 0.9869
H: 5.7740 0.7812 0.9012
H: 5.3858 3.2459 0.9456
H: 3.8127 5.1381 1.0802
H: 1.3799 4.7059 1.2920
H: 0.5325 2.4030 1.3527
C: -0.0944 -1.8466 -4.0403
C: 0.1898 -2.1393 -2.5639
C: -0.1868 -3.5891 -2.2548
C: 1.6940 -1.9570 -2.3417
P: -0.7094 -0.9188 -1.4458
C: -0.3089 0.6534 -2.2809
C: -1.1281 1.2911 -3.2120
C: -0.7334 2.4847 -3.7932
C: 0.4887 3.0553 -3.4633
C: 1.3200 2.4224 -2.5537
C: 0.9212 1.2310 -1.9708
C: -2.5716 -1.2075 -1.5028
C: -3.2927 0.0926 -1.1301
C: -2.8865 -2.2280 -0.4000
C: -3.1509 -1.7333 -2.8189
H: 0.4582 -2.5799 -4.6296
H: 0.2570 -0.8585 -4.3356
H: -1.1439 -1.9390 -4.3074
H: 0.4294 -4.2388 -2.8777
H: -1.2242 -3.8101 -2.4904
H: 0.0027 -3.8519 -1.2179
H: 2.2179 -2.6567 -2.9934
H: 1.9857 -2.1751 -1.3199
H: 2.0272 -0.9534 -2.6068
H: -2.0794 0.8686 -3.4896
H: -1.3808 2.9677 -4.5095
H: 0.7925 3.9852 -3.9214
H: 2.2743 2.8548 -2.2885
H: 1.5756 0.7452 -1.2584
H: -2.9888 0.4476 -0.1499
H: -4.3629 -0.1137 -1.0859
H: -3.1387 0.8918 -1.8520
H: -2.5520 -1.8760 0.5845
H: -2.4368 -3.1994 -0.5918
H: -3.9676 -2.3615 -0.3476
H: -3.0128 -1.0500 -3.6527
H: -4.2259 -1.8590 -2.6817
H: -2.7464 -2.7022 -3.0988

---

(2)
C41H42OsP2S | ωB97M-V with the def2-TZVPD basis set

- Total charge: +2
- Calculated total energy: -2758.3162 hartree
- Largest force on an atom: 0.1467 Eh/bohr
- LUMO energy (spin up / spin down): -5.75 / -6.90 eV
- HOMO energy (spin up / spin down): -11.477 / -13.361 eV
- <S²>: 6.022
- Kohn-Sham gap (spin up / spin down): 5.72 / 6.47 eV
- Energy above the lowest of the compared OMol25 structures with the same formula, charge and spin: 0.0 kJ/mol
- Spin multiplicity: 5

Geometry (Å):
Os: -0.8714 0.9915 -2.5817
C: -2.2262 1.2447 -3.9173
C: -1.7740 -0.1627 -3.8984
C: -0.8851 -0.6556 -5.0370
C: 0.4856 0.0142 -5.0027
C: 0.7430 0.7221 -3.6763
C: 0.3646 2.1451 -3.5405
C: -0.3825 2.8039 -4.6710
C: -1.7787 2.1827 -4.9781
C: 1.9500 0.0067 2.5232
H: -3.2200 1.4303 -3.5015
H: -2.5263 -0.9096 -3.6061
H: -1.3797 -0.5748 -6.0261
H: -0.7265 -1.7342 -4.8865
H: 1.2736 -0.7459 -5.1042
H: 0.6635 0.7019 -5.8435
H: 1.7247 0.4823 -3.2401
H: 1.1016 2.7549 -3.0073
H: 0.2795 2.8126 -5.5491
H: -0.5574 3.8619 -4.4141
H: -2.5196 3.0031 -5.0670
H: -1.7487 1.6351 -5.9280
H: 1.0176 0.5825 2.4409
H: 2.7054 0.5425 3.1243
H: 1.7221 -0.9664 2.9829
P: -1.6845 -0.5385 1.2594
P: 2.5050 -0.3074 0.8469
C: -0.3138 -0.6174 0.0695
C: 1.0204 -0.9759 0.0740
C: -2.4919 -2.0972 1.5751
C: -2.3876 -3.0222 0.5154
C: -3.1814 -4.1691 0.5298
C: -4.0338 -4.4401 1.6050
C: -4.0839 -3.5463 2.6873
C: -3.3065 -2.3799 2.6920
C: -2.8594 0.3875 0.1889
C: -2.4202 1.6255 -0.3821
C: -3.3798 2.5832 -0.7683
C: -4.7225 2.2358 -0.8417
C: -5.1017 0.9226 -0.5712
C: -4.1763 -0.0116 -0.0615
C: 3.9153 -1.4033 0.8155
C: 3.7058 -2.7919 0.9486
C: 4.7936 -3.6421 1.1548
C: 6.0879 -3.1352 1.2006
C: 6.2989 -1.7689 1.0561
C: 5.2229 -0.8967 0.8727
C: 2.9024 1.2921 -0.0012
C: 2.2929 2.4822 0.4355
C: 2.6600 3.7220 -0.1025
C: 3.5745 3.7689 -1.1536
C: 4.1037 2.5937 -1.6629
C: 3.7729 1.3537 -1.1075
H: -0.8070 -0.4942 -1.0149
H: 1.3424 -1.3718 -0.9011
H: -1.7004 -2.8245 -0.3157
H: -3.1580 -4.8281 -0.3326
H: -4.6826 -5.3179 1.5971
H: -4.7623 -3.7359 3.5235
H: -3.3173 -1.6827 3.5306
H: -1.3317 1.8616 -0.4113
H: -3.0631 3.5935 -0.9964
H: -5.4561 2.9955 -1.1096
H: -6.1374 0.6184 -0.7345
H: -4.4817 -1.0387 0.1376
H: 2.6833 -3.1875 0.9027
H: 4.6122 -4.7003 1.2950
H: 6.9332 -3.7951 1.3711
H: 7.3022 -1.3608 1.1059
H: 5.3815 0.1871 0.7897
H: 1.5661 2.4321 1.2436
H: 2.2427 4.6447 0.3031
H: 3.8418 4.7483 -1.5647
H: 4.8021 2.6417 -2.4955
H: 4.2236 0.4482 -1.5268
S: -1.4514 0.9270 2.6665
C: -1.0445 0.2790 4.2523
C: -0.7993 -1.0501 4.6443
C: -0.4250 -1.2889 5.9759
C: -0.2902 -0.2259 6.8732
C: -0.5462 1.0907 6.4761
C: -0.9263 1.3441 5.1705
H: -0.8893 -1.8610 3.9169
H: -0.2383 -2.3171 6.2992
H: 0.0160 -0.4105 7.8988
H: -0.4627 1.9383 7.1583
H: -1.1249 2.3484 4.8021

---

(3)
C41H42P2Zr | ωB97M-V with the def2-TZVPD basis set

- Total charge: +2
- Calculated total energy: -2316.3793 hartree
- Largest force on an atom: 0.0501 Eh/bohr
- LUMO energy (spin up / spin down): -8.62 / -8.68 eV
- HOMO energy (spin up / spin down): -11.307 / -11.187 eV
- Kohn-Sham gap (spin up / spin down): 2.69 / 2.51 eV

Geometry (Å):
Zr: 1.6238 0.2854 2.7933
C: -2.8581 -0.3028 4.9303
C: -2.9135 -0.3319 3.6007
C: -3.2832 0.7689 2.6992
C: -2.1112 1.6077 2.0834
C: -0.7882 1.8623 2.8340
C: -0.5985 2.1087 4.1679
C: -1.6553 2.0469 5.2139
C: -2.2728 0.7606 5.7833
C: 3.7389 0.6514 3.0923
H: -3.1893 -1.2062 5.4649
H: -2.8032 -1.2991 3.1250
H: -4.0424 1.4079 3.1928
H: -3.8632 0.3332 1.8584
H: -1.9020 1.1838 1.0762
H: -2.5137 2.6207 1.8726
H: -0.0964 2.4360 2.1820
H: 0.2868 2.7042 4.4488
H: -2.4737 2.6769 4.8331
H: -1.2344 2.5682 6.0940
H: -1.5489 0.2935 6.4413
H: -3.0233 1.1159 6.5091
H: 4.1010 0.6405 4.1422
H: 4.0036 1.6041 2.6026
H: 4.1956 -0.2054 2.5465
P: -0.4049 -1.9689 -2.6241
P: 1.5783 0.4832 -3.0983
C: -1.0126 -0.3602 -3.0957
C: -0.1233 0.4684 -3.7175
C: -0.6998 -3.1106 -4.1185
C: -1.7727 -2.8932 -4.9936
C: -2.0826 -3.8031 -6.0112
C: -1.2497 -4.9032 -6.2542
C: -0.0909 -5.0536 -5.4948
C: 0.1711 -4.1742 -4.4296
C: -1.5840 -2.2047 -1.2805
C: -1.2860 -1.3223 -0.2212
C: -1.8778 -1.5208 0.9994
C: -2.8560 -2.5008 1.1595
C: -3.2497 -3.2837 0.0717
C: -2.5996 -3.1612 -1.1618
C: 2.3886 0.9820 -4.6994
C: 2.2236 0.0382 -5.7241
C: 2.6671 0.2973 -7.0179
C: 3.3999 1.4635 -7.2820
C: 3.6294 2.3907 -6.2527
C: 3.1525 2.1329 -4.9596
C: 1.8053 1.9962 -2.1356
C: 3.0276 2.1391 -1.4506
C: 3.3427 3.3582 -0.8690
C: 2.4070 4.3916 -0.8715
C: 1.1479 4.1975 -1.4438
C: 0.8241 2.9837 -2.0596
H: -2.0798 -0.1029 -2.9532
H: -0.3949 1.0017 -4.6327
H: -2.3735 -1.9933 -4.8678
H: -2.9697 -3.6528 -6.6271
H: -1.5032 -5.6267 -7.0338
H: 0.6083 -5.8620 -5.7376
H: 1.0710 -4.3164 -3.8369
H: -0.5657 -0.5101 -0.3601
H: -1.5574 -0.9003 1.8330
H: -3.2964 -2.6492 2.1412
H: -4.0480 -4.0107 0.2190
H: -2.8771 -3.7967 -2.0075
H: 1.7254 -0.8993 -5.4968
H: 2.4363 -0.4051 -7.8229
H: 3.7913 1.6450 -8.2860
H: 4.1724 3.3185 -6.4682
H: 3.3816 2.8371 -4.1588
H: 3.7278 1.3020 -1.4186
H: 4.3282 3.5148 -0.4454
H: 2.6572 5.3540 -0.4316
H: 0.4181 5.0071 -1.4409
H: -0.1543 2.7988 -2.5119
C: 0.2801 -0.2448 7.2111
C: 0.1035 -1.5034 6.6344
C: 0.5364 -1.7782 5.3519
C: 1.1457 -0.7746 4.5945
C: 1.4770 0.4567 5.2574
C: 0.9910 0.7285 6.5594
H: -0.2082 -0.0378 8.1666
H: -0.4319 -2.2837 7.1637
H: 0.4035 -2.7429 4.8654
H: 2.3717 1.0341 4.9874
H: 1.1800 1.6988 7.0011

---

Question: What is the formula in the second record?
Answer: C41H42OsP2S

---

Question: Among the records above, which one has the highest calculated total energy?
Answer: C41H42N3PRh

---

Question: What is the formula in the third record?
Answer: C41H42P2Zr

---

Question: Among the records above, which one has the highest largest force on an atom?
Answer: C41H42OsP2S